{"formula": "C5H8N2", "method": "ωB97M-V/def2-TZVPD", "elements": ["C", "C", "C", "N", "C", "C", "N", "H", "H", "H", "H", "H", "H", "H", "H"], "positions_angstrom": [[0.521, -1.262, 0.497], [-0.123, -0.118, -0.276], [0.113, -0.094, -1.772], [-1.450, 0.353, 0.104], [-0.295, 1.205, 0.407], [0.151, 1.367, 1.776], [0.517, 1.491, 2.868], [1.405, -0.930, 1.050], [0.848, -2.053, -0.184], [-0.179, -1.700, 1.219], [-0.418, -0.923, -2.252], [-0.265, 0.838, -2.203], [1.179, -0.182, -2.006], [-1.772, -0.112, 0.950], [-0.233, 2.119, -0.178]], "mulliken_charge": [-1.340, 1.369, -1.405, -0.723, -0.249, 0.043, -0.448, 0.325, 0.368, 0.332, 0.307, 0.398, 0.353, 0.309, 0.361], "lumo_ev": 0.88, "energy_ev": -8293.70667, "max_force_ev_per_a": 1.2, "orbital_gap_ev": 10.889}